1.
A 11-piece molecular cluster, C69H163N9O17 overall. Source: OMol25; level of theory: the ωB97M-V functional and the def2-TZVPD basis.

Structure (XYZ):
```
258
Properties=species:S:1:pos:R:3:mulliken_charge:R:1
C 4.1616 1.3291 1.6121 -0.6506
C 3.8911 2.8673 1.3829 2.0871
C 3.6861 3.5110 2.7512 -1.2045
C 5.0861 3.5309 0.8168 -1.5078
C 5.3032 3.2775 -0.6651 -0.5255
C 4.0415 3.7961 -1.4267 -1.3488
C 2.7749 3.0781 -0.9557 2.4908
C 1.5843 3.8205 -1.5805 -1.9810
C 2.7195 1.6030 -1.4979 -0.9303
N 2.7345 3.1385 0.4816 -0.3574
O 1.5051 2.5933 1.0006 0.6000
H 4.6489 0.9690 0.7078 0.2273
H 4.8081 1.1233 2.4610 -0.3968
H 3.2068 0.8465 1.8303 -0.0416
H 3.4107 4.5582 2.7583 0.4711
H 2.9229 2.9164 3.3300 -0.3889
H 4.5785 3.4065 3.3253 0.4467
H 5.1039 4.5827 1.0445 0.5630
H 6.0267 3.2041 1.2439 0.1837
H 6.1711 3.8183 -1.0491 0.4570
H 5.5055 2.1970 -0.7869 0.1744
H 4.2656 3.6570 -2.4824 0.4289
H 3.9582 4.8295 -1.1856 0.4590
H 1.3180 4.7821 -1.0856 0.6045
H 0.6803 3.2195 -1.6463 -0.6513
H 1.7807 4.0663 -2.6109 0.5628
H 2.8044 1.5875 -2.5975 0.9511
H 1.7643 1.1372 -1.2873 -0.1072
H 3.4653 0.9320 -0.9889 -0.5373
H 1.5620 1.6593 0.6554 -0.1937
C -1.7246 -2.4134 6.8598 -2.1963
C -2.5631 -2.7172 5.5633 2.1856
C -2.1924 -4.0353 4.9576 -1.7052
C -4.0196 -2.7067 6.0361 -1.5128
C -5.0834 -2.6981 4.9344 -0.6386
C -4.8652 -1.4537 4.0236 -0.9757
C -3.3573 -1.4475 3.5213 1.7802
C -3.2301 -2.4177 2.3556 -1.5557
C -3.1173 -0.0491 2.8882 -0.9736
N -2.4006 -1.6757 4.6163 0.6888
O -1.0880 -1.7809 4.0556 0.5374
H -0.6929 -2.7428 6.7864 0.3180
H -1.7971 -1.3287 7.0047 0.4943
H -2.1307 -2.9114 7.6836 0.5300
H -2.9468 -4.4105 4.2910 -0.1808
H -1.2482 -4.0229 4.4068 0.2447
H -2.0828 -4.7799 5.7253 0.7721
H -4.1943 -3.5167 6.7220 0.3685
H -3.9860 -1.8126 6.6678 0.4975
H -5.0264 -3.6240 4.2889 0.2152
H -6.0633 -2.6308 5.3613 0.5223
H -5.0452 -0.4720 4.5406 0.3684
H -5.5967 -1.4853 3.1572 0.2576
H -3.7561 -3.3286 2.6535 0.3920
H -2.1821 -2.6774 2.1774 -0.5102
H -3.7114 -2.0477 1.4527 0.7185
H -3.2300 0.7587 3.6137 0.4979
H -3.6970 0.2248 1.9805 0.2231
H -2.0539 0.0090 2.6304 -0.8691
H -0.7025 -0.9088 4.2200 -0.4877
C 4.2585 -1.2488 -4.2513 -1.3937
C 3.0601 -2.2174 -3.8239 1.7944
C 1.7598 -1.3740 -3.6030 -0.5349
C 2.7719 -3.1918 -4.9565 -1.0193
C 3.7747 -4.3354 -5.1216 -0.9450
C 3.9778 -5.0719 -3.7832 -1.2133
C 4.3772 -4.1286 -2.6271 1.7809
C 4.1881 -4.8655 -1.2702 -1.6399
C 5.8227 -3.6458 -2.7629 -1.8086
N 3.3480 -3.0023 -2.5837 0.1478
O 3.5682 -2.0976 -1.5315 1.2151
H 4.7133 -0.7895 -3.3300 0.0817
H 5.0468 -1.7842 -4.7834 0.3582
H 3.9895 -0.4027 -4.8924 0.3702
H 1.9279 -0.4763 -3.0184 -1.0438
H 1.4325 -1.0764 -4.6171 0.7378
H 0.9821 -1.9494 -3.1180 -0.3848
H 1.7485 -3.6049 -4.7548 0.0202
H 2.6931 -2.6571 -5.9303 0.3483
H 3.4133 -5.0797 -5.8170 0.5333
H 4.7122 -3.9468 -5.5096 0.3725
H 4.6857 -5.8910 -3.9236 0.3461
H 3.0425 -5.6159 -3.5721 0.2448
H 4.9110 -5.7039 -1.2067 0.6069
H 3.2538 -5.3744 -1.2268 0.1606
H 4.3008 -4.1631 -0.4357 0.0255
H 5.8486 -2.6075 -2.4110 0.1648
H 6.2112 -3.6238 -3.7352 0.3690
H 6.5492 -4.1777 -2.1470 0.4701
H 2.8572 -2.3330 -0.9232 -0.2375
C -7.0334 5.3676 -4.6456 -0.9044
O -6.3697 5.5021 -3.4312 -0.4374
C -5.0606 5.9098 -3.6143 -0.4753
C -4.4129 6.0702 -2.2126 -1.0425
N -4.4591 4.8462 -1.4868 0.3303
C -3.6938 4.8155 -0.2288 -1.6529
C -3.8883 3.5448 0.5313 0.8891
O -5.3240 3.4291 0.5921 -0.5357
C -5.8111 2.2699 1.2883 -0.5622
H -8.0973 5.0572 -4.5236 0.2722
H -6.5853 4.6608 -5.3333 0.3840
H -7.0952 6.3514 -5.1555 0.3055
H -5.0298 6.8383 -4.1844 0.5204
H -4.5258 5.1704 -4.2487 0.2388
H -4.9709 6.8517 -1.6583 0.3611
H -3.3928 6.3538 -2.3786 0.5770
H -5.4405 4.5932 -1.3610 0.2117
H -3.9275 5.6243 0.3905 0.4058
H -2.6144 4.9598 -0.4231 0.4549
H -3.4429 3.5567 1.5430 0.2543
H -3.4848 2.6382 0.0700 -0.2909
H -5.5397 1.3473 0.7604 0.0612
H -6.9041 2.3369 1.2871 0.3934
H -5.3649 2.3466 2.2992 0.2810
C 3.4666 -1.2127 4.6862 -0.4985
O 2.4861 -0.1914 4.8970 0.4312
C 1.5363 -0.5772 5.9177 -0.5178
C 0.4780 0.4361 6.0611 -1.0977
N -0.2282 0.8538 4.8609 0.3452
C 0.3509 1.9917 4.1381 -0.0240
C -0.6533 2.7201 3.2523 0.4572
O -1.7925 3.1649 4.0136 -0.3839
C -1.6257 4.4733 4.4860 -0.7902
H 3.8621 -1.6927 5.5737 0.5300
H 4.3575 -0.7694 4.2419 -0.3855
H 3.0929 -2.0024 4.0509 0.1782
H 1.9925 -0.6401 6.9234 0.3639
H 1.1492 -1.6030 5.7034 0.1325
H 0.9286 1.3582 6.4660 0.5684
H -0.2736 0.0042 6.7366 0.3775
H -1.1089 1.1408 5.2470 0.1227
H 1.2330 1.6561 3.5407 -1.0288
H 0.7458 2.7250 4.8818 0.4060
H -1.0872 2.0190 2.5020 -0.8344
H -0.1123 3.4999 2.6926 0.8901
H -0.8706 4.4518 5.2628 0.3031
H -2.6026 4.7839 4.8374 0.2956
H -1.3576 5.2138 3.7302 0.2864
C 5.1527 -2.0520 1.3563 -1.0241
O 5.8739 -1.3943 2.3862 0.0509
C 7.2609 -1.7218 2.1455 -0.7274
C 7.9724 -1.1101 3.3299 -0.5696
N 7.7430 0.3342 3.2853 -0.1718
C 8.3567 0.9788 4.4491 -0.8538
C 7.7481 2.3476 4.6869 -0.6462
O 6.3557 2.3677 4.7029 -0.1844
C 5.8254 1.6238 5.7756 -0.3862
H 5.5894 -1.8320 0.4091 0.5918
H 4.1081 -1.7213 1.3441 -0.2130
H 5.0707 -3.1718 1.5504 0.4166
H 7.5509 -1.3018 1.2039 0.4180
H 7.4690 -2.7980 2.1633 0.3358
H 9.0539 -1.2885 3.2967 0.4347
H 7.6497 -1.4886 4.3346 0.3008
H 6.7537 0.5837 3.2704 0.1306
H 9.4292 1.1610 4.2462 0.4062
H 8.3658 0.4024 5.3592 0.3846
H 8.0866 2.9934 3.8477 0.3245
H 8.1644 2.7643 5.6139 0.3135
H 4.7644 1.5436 5.5397 -0.1857
H 6.0094 2.0946 6.7084 0.4673
H 6.2515 0.5827 5.7402 0.2505
C 0.4857 -4.5405 -0.5391 -1.3614
O 0.9671 -3.2021 -0.3052 0.2138
C 0.3488 -2.6533 0.7903 -0.8460
C 0.7453 -1.1740 1.0554 0.3601
N 0.3748 -0.2036 -0.0069 1.1624
C -1.0743 -0.0356 -0.2410 0.7337
C -1.4875 0.8351 -1.3717 -0.9074
O -0.9421 0.2073 -2.5274 1.5569
C -0.9468 0.9732 -3.7357 -0.8318
H -0.5834 -4.4539 -0.8169 0.1372
H 0.5693 -5.1478 0.3548 0.3453
H 1.0065 -4.8900 -1.4328 0.5113
H 0.7385 -3.0856 1.7668 0.6129
H -0.7679 -2.8315 0.8270 0.3229
H 1.8139 -1.0697 0.9762 -0.6940
H 0.4215 -0.9652 2.0746 -0.3263
H 0.7822 -0.5494 -0.8981 -0.6940
H -1.5849 0.2977 0.6573 -0.5681
H -1.5307 -1.0296 -0.4486 -0.1319
H -1.1595 1.8387 -1.2098 0.1452
H -2.5920 0.9689 -1.4652 -0.0738
H -0.7818 0.2753 -4.5560 0.3010
H -0.1145 1.6420 -3.7369 0.3414
H -1.8843 1.5072 -3.8320 -0.4571
C -2.4401 -8.7510 4.5274 -0.7257
O -1.9500 -8.1406 3.3634 -0.3775
C -2.6272 -6.9612 2.9958 -0.2956
C -1.7299 -6.1094 2.0843 -0.2437
N -1.5464 -6.7939 0.8033 0.1943
C -2.5840 -6.7301 -0.1739 -0.6546
C -2.0322 -6.9816 -1.5424 -0.1569
O -1.8156 -8.3788 -1.6582 -0.3563
C -1.3058 -8.7670 -2.8846 -0.6917
H -3.4760 -9.0348 4.4226 0.3235
H -2.3866 -8.0897 5.4548 0.2126
H -1.7489 -9.5655 4.7305 0.2782
H -2.8160 -6.4024 3.9291 0.3779
H -3.5759 -7.1914 2.4704 0.2161
H -0.7625 -6.0197 2.5132 0.3530
H -2.0859 -5.1139 2.0246 -0.3658
H -1.1733 -7.7350 0.9496 0.3230
H -3.0423 -5.7262 -0.1408 0.3472
H -3.4563 -7.4230 -0.0674 0.3451
H -1.1670 -6.3552 -1.7147 0.1228
H -2.8341 -6.6615 -2.2544 0.3389
H -0.4524 -8.1821 -3.2232 0.2219
H -2.0828 -8.6652 -3.6485 0.2999
H -0.8892 -9.7879 -2.7723 0.2658
C -1.3741 3.6153 -6.8502 -0.8416
O -0.8986 3.7041 -5.5584 -0.3921
C -1.6653 4.3575 -4.5922 1.0562
C -1.9006 5.7783 -4.8622 -0.6293
N -0.7013 6.6150 -4.9965 -0.2455
C -0.9622 7.9941 -5.4171 -0.7029
C -1.2907 8.9040 -4.2830 -0.7210
O -2.3416 8.5073 -3.5221 -0.0762
C -2.3882 9.1883 -2.2863 -0.7851
H -0.5958 3.4456 -7.5538 0.2997
H -1.9049 4.5551 -7.1267 0.3366
H -2.0878 2.8506 -6.9383 0.3153
H -1.1633 4.1834 -3.6518 -0.0827
H -2.6811 3.9009 -4.5083 -0.3995
H -2.4979 6.2089 -4.0759 -0.0529
H -2.5400 5.7239 -5.7837 0.2407
H -0.1280 6.1372 -5.6610 0.3242
H -1.6967 8.0282 -6.2490 0.3388
H -0.0185 8.3886 -5.8331 0.3930
H -1.4454 9.8989 -4.7539 0.3286
H -0.3525 9.0424 -3.7489 0.4369
H -1.5146 8.8783 -1.6681 0.3479
H -3.3177 8.9034 -1.8368 0.1625
H -2.4781 10.3010 -2.4939 0.3284
C -2.6105 -2.3006 -4.9300 -1.2182
C -1.3335 -2.9782 -4.5324 0.7424
C -1.3039 -3.2935 -3.0243 -0.4187
O -1.1201 -4.1832 -5.2953 -0.6272
H -2.6679 -1.9461 -5.9804 0.3377
H -2.7326 -1.4233 -4.2957 -0.1391
H -3.4358 -3.0012 -4.8434 0.5124
H -0.4248 -2.4265 -4.7847 -0.0450
H -1.1533 -2.3340 -2.5149 -0.3440
H -0.4520 -3.9585 -2.8574 -0.1172
H -2.2564 -3.6981 -2.6938 0.9444
H -1.9263 -4.7019 -5.2546 0.3903
C -4.4916 1.2586 -3.9375 -0.1814
C -5.9244 1.2605 -3.5839 0.2320
C -6.1623 1.2777 -2.1024 -1.0614
O -6.6016 2.3789 -4.1753 -0.6205
H -3.9068 2.0807 -3.5508 -0.4227
H -4.1923 1.3498 -4.9776 0.4655
H -3.9621 0.4062 -3.5091 -0.0047
H -6.3837 0.4030 -4.0433 0.4486
H -5.6925 2.1099 -1.6195 -0.0623
H -5.6420 0.4494 -1.6929 0.4366
H -7.1945 1.1625 -1.7909 0.3984
H -6.3222 3.2100 -3.7145 0.3202
```

For the HOMO energy, the calculation gives -0.286 Eh. For the orbital gap, the calculation gives 8.4 eV. As for the SMILES: CC1(C)CCCC(C)(C)N1O.CC1(C)CCCC(C)(C)N1O.CC1(C)CCCC(C)(C)N1O.COCCNCCOC.COCCNCCOC.COCCNCCOC.COCCNCCOC.COCCNCCOC.COCCNCCOC.CC(C)O.CC(C)O.



2.
A 13-piece molecular cluster, C69H163N9O17 overall. Source: OMol25; level of theory: the ωB97M-V functional and the def2-TZVPD basis.

Structure (XYZ):
```
258
Properties=species:S:1:pos:R:3:mulliken_charge:R:1
C -7.5565 0.1648 2.3232 -0.8378
C -7.3499 0.7891 0.9823 0.1835
O -6.3505 0.0862 0.2315 0.0313
O -8.1419 -1.1448 2.3739 -0.6269
H -8.1904 0.7499 2.9871 0.4456
H -6.5760 0.1551 2.8180 0.1579
H -7.0635 1.8394 1.1685 0.0196
H -8.2812 0.7514 0.3980 0.3676
H -6.5636 0.2504 -0.7325 0.0333
H -7.3906 -1.7299 2.2376 0.5237
C -4.5487 -1.8345 -2.5845 0.7699
C -6.0241 -1.7355 -2.9660 -1.2061
O -6.5843 -0.4917 -2.5360 -0.5781
O -3.8822 -0.7921 -3.2818 -0.0191
H -4.2343 -2.8482 -2.9091 0.2496
H -4.3516 -1.7346 -1.5111 -0.2802
H -6.6918 -2.4647 -2.5199 0.4678
H -6.0219 -1.9062 -4.0343 0.3381
H -6.1707 0.2530 -3.0971 0.3013
H -2.9129 -0.9551 -3.2461 -0.1651
C -5.0345 4.7387 1.2373 0.5930
C -5.9650 5.6377 0.4288 -0.7834
O -6.5506 6.5447 1.3292 -0.5709
O -4.0447 5.6454 1.7174 -0.4727
H -4.4276 4.0081 0.6866 -0.2779
H -5.5243 4.2291 2.1160 0.2008
H -6.6391 5.0049 -0.0985 0.5172
H -5.3401 6.0923 -0.3111 0.2532
H -7.2017 7.1698 0.9774 0.3278
H -4.4615 6.4140 2.1753 0.2578
C -0.5413 5.1926 -0.6936 -0.3595
C -0.5018 5.5086 0.8221 0.5830
O -1.2593 6.5857 1.1468 -0.6661
O -0.1426 3.8485 -0.9566 0.3381
H 0.1604 5.8695 -1.2121 0.4242
H -1.5740 5.3199 -1.1110 0.1394
H 0.5741 5.7933 1.0605 0.1110
H -0.7283 4.6462 1.4344 -0.2272
H -2.1355 6.2786 1.3588 0.3838
H 0.7580 3.7681 -0.5335 -0.3283
C 3.8091 4.0632 -0.1376 -1.9379
C 3.2912 2.9356 0.7896 1.5312
C 4.2150 2.7432 2.0129 -1.2143
O 3.9452 1.4234 2.5095 0.8912
C 4.3973 1.1543 3.8499 -1.4419
N 1.8513 3.0022 1.1089 1.4707
H 3.6915 5.0738 0.2791 0.3879
H 3.1944 4.0783 -1.0417 0.2950
H 4.8496 3.9530 -0.3845 0.4885
H 3.4080 1.9141 0.2592 -0.8750
H 3.9629 3.5635 2.7257 0.3216
H 5.2808 2.7333 1.6654 0.3023
H 3.7953 1.6088 4.6236 0.4530
H 5.3293 1.6646 4.0416 0.5717
H 4.4329 0.1035 3.9927 -0.1614
H 1.6871 3.6850 1.8390 0.1304
H 1.5224 2.1409 1.4673 -1.3949
C -4.5997 4.4272 -2.4898 -1.0303
C -5.6493 3.4740 -2.9696 -0.0103
C -5.0170 2.5158 -3.9869 0.0411
O -5.9561 1.5525 -4.3320 -0.5447
C -6.0086 1.0661 -5.6766 -0.7157
N -6.3204 2.9074 -1.7669 -0.5030
H -4.1347 4.8683 -3.3638 0.7077
H -3.8124 3.9230 -1.9121 0.0509
H -5.1284 5.2017 -1.9313 0.0539
H -6.3759 4.0353 -3.4944 0.4777
H -4.1412 2.0072 -3.4828 -0.4738
H -4.6939 3.0596 -4.9363 0.6684
H -4.9754 0.8279 -5.9553 0.2063
H -6.4558 1.7695 -6.4044 0.2669
H -6.5511 0.1182 -5.5866 0.3108
H -5.6004 2.4751 -1.1936 0.0295
H -6.8062 2.0607 -2.0613 0.3072
C -5.8138 -4.4344 0.4294 -1.4250
C -5.2065 -3.9374 1.7050 0.0866
C -3.6692 -3.8146 1.4872 -0.0480
O -3.0431 -3.0819 2.5374 -0.3534
C -1.6265 -3.2390 2.3479 0.0636
N -5.7516 -2.6529 2.1052 -0.5725
H -6.5364 -3.7436 0.0586 0.3250
H -6.3932 -5.3446 0.6132 0.3230
H -5.1687 -4.6046 -0.4340 0.3485
H -5.3961 -4.6281 2.5142 0.5515
H -3.5611 -3.2452 0.5271 -0.1692
H -3.2644 -4.8641 1.3452 0.3169
H -1.3046 -3.2720 1.3005 0.1108
H -1.4122 -4.1313 2.9206 0.9025
H -1.0842 -2.5146 2.8956 -0.9230
H -5.3129 -2.2955 2.9763 0.2688
H -5.6060 -1.9106 1.4111 0.1010
C -2.5871 -0.1141 0.5429 -2.0091
C -1.7537 1.0607 -0.0418 1.8297
C -0.7070 0.4995 -1.0213 0.0411
O -0.0349 -0.5745 -0.4515 0.6805
C 1.1051 -0.2889 0.3051 1.2577
N -2.6107 2.0252 -0.7620 1.1702
H -3.5404 0.1781 0.7239 1.4712
H -2.2229 -0.5737 1.4226 -0.5614
H -2.6433 -0.9275 -0.1540 -0.2198
H -1.2970 1.6150 0.7473 -0.3250
H 0.1006 1.1830 -1.3183 -0.1458
H -1.1354 0.1176 -1.9416 -0.2389
H 1.6334 -1.2243 0.4285 -0.6116
H 0.9495 0.1396 1.3024 -0.8734
H 1.7711 0.3744 -0.3524 0.2972
H -2.0335 2.8119 -1.0378 -0.3228
H -2.9673 1.6633 -1.6357 -1.0579
C 7.3446 -1.8397 1.0698 -2.0666
C 6.9535 -0.4396 0.5549 1.9035
C 7.9055 0.0811 -0.5406 -1.3769
C 7.7622 -0.6643 -1.8852 -0.9102
C 6.3404 -0.6815 -2.4850 -1.0863
C 5.3244 -1.0423 -1.3409 1.6372
N 5.6238 -0.3068 -0.0441 -0.0969
O 4.6608 -0.8773 0.8636 4.2303
C 4.0284 -0.5589 -1.8046 -1.3282
C 5.2620 -2.5300 -1.1840 -1.1712
C 7.0108 0.4701 1.7672 -1.8734
H 7.8286 -2.4345 0.3564 0.4725
H 6.5816 -2.4276 1.4542 0.2343
H 8.0645 -1.7219 1.8819 0.5550
H 7.7412 1.1405 -0.7250 0.4012
H 8.9448 0.0539 -0.2159 0.4072
H 8.0683 -1.6692 -1.6353 0.3275
H 8.3812 -0.2729 -2.7079 0.4938
H 6.2189 -1.4047 -3.2842 0.3419
H 5.9669 0.2931 -2.8533 0.4162
H 4.0789 0.5390 -1.8977 0.6270
H 3.7638 -0.9486 -2.7549 1.1557
H 3.1783 -1.0132 -1.2109 -1.5080
H 4.8922 -2.9594 -2.1336 0.2963
H 6.2088 -2.9939 -0.8812 0.4026
H 4.4485 -2.7746 -0.4687 -0.2262
H 6.6957 1.4867 1.4919 0.0359
H 8.0731 0.5252 2.0921 0.5417
H 6.4380 0.1413 2.6070 -0.0332
H 4.0268 -0.2415 1.2852 -1.5478
C 6.3932 -2.1275 4.8427 -1.9471
C 4.9386 -2.6264 5.1076 0.9855
C 4.5000 -1.9236 6.3853 -1.0836
C 2.9726 -1.9262 6.5591 -1.5862
C 2.2977 -1.5887 5.2323 -0.5260
C 2.6485 -2.4932 4.0631 3.2342
N 4.1245 -2.3289 3.9574 1.6701
O 4.6737 -3.1951 2.9249 -0.8362
C 2.1777 -3.9174 4.3007 -1.6495
C 2.0064 -1.9847 2.8014 -1.1896
C 5.1390 -4.1264 5.5232 -1.6518
H 7.0091 -2.2124 5.7656 0.5217
H 6.3203 -1.0313 4.6505 0.2571
H 6.8861 -2.5662 3.9716 0.3851
H 5.0875 -2.3945 7.2113 0.4697
H 4.9052 -0.8607 6.3183 0.2995
H 2.6220 -1.2181 7.3428 0.4500
H 2.5527 -2.8568 6.9110 0.4840
H 2.6182 -0.5719 4.9197 -0.7207
H 1.2594 -1.6080 5.3636 0.5956
H 2.7520 -4.6769 3.7703 0.3919
H 2.2272 -4.2373 5.3169 0.3749
H 1.1159 -4.0379 3.9007 -0.0033
H 2.4500 -1.0903 2.3816 -1.3724
H 1.9785 -2.7677 2.0005 0.7334
H 0.9555 -1.6784 2.9670 -0.0614
H 4.4942 -4.5991 6.2653 0.3123
H 6.2089 -4.2914 5.9025 0.4462
H 5.1720 -4.7548 4.6406 0.3125
H 4.7138 -2.5077 2.2623 -0.5761
C -0.5521 -4.7256 -5.4909 -1.4773
C 0.3916 -5.4936 -4.5205 1.5638
C 1.8850 -5.1267 -4.6998 -1.3654
C 2.3409 -3.8182 -4.0290 -0.0686
C 1.9098 -3.7715 -2.5655 -0.5302
C 0.3359 -4.1014 -2.3732 2.4004
N 0.0932 -5.3931 -3.0892 0.3504
O -1.2796 -5.8289 -2.8945 -0.5030
C 0.1036 -4.2886 -0.8603 -2.3267
C -0.5616 -2.8740 -2.7451 -0.8447
C 0.2634 -6.9948 -4.8378 -2.1297
H -0.6227 -3.6542 -5.2543 -0.0593
H -1.5393 -5.1237 -5.5083 0.4769
H -0.2096 -4.8359 -6.4943 0.5116
H 2.3048 -6.0205 -4.1654 0.3554
H 2.1435 -5.1769 -5.7897 0.3851
H 1.9276 -2.9133 -4.6221 -0.2238
H 3.4238 -3.6754 -4.0827 0.6004
H 2.0778 -2.7556 -2.1205 -0.9035
H 2.4894 -4.4648 -1.9558 0.6515
H 0.4832 -3.3564 -0.3839 -0.2342
H -0.8971 -4.4670 -0.5742 0.9521
H 0.7323 -5.0234 -0.3822 0.5653
H -0.3525 -2.2581 -3.6212 -0.4548
H -1.5320 -3.2989 -2.9774 0.8047
H -0.6272 -2.2390 -1.8213 -0.4065
H 0.9290 -7.1977 -5.6412 0.4671
H -0.7296 -7.2798 -5.1933 0.3483
H 0.6540 -7.4925 -3.9841 0.5558
H -1.1966 -6.5683 -2.2800 0.3365
C 2.4522 2.9677 -7.4034 -2.1073
C 1.7558 2.2997 -6.2560 1.6312
C 1.8076 3.1653 -5.0174 -1.8788
C 0.8972 2.7699 -3.9762 1.7630
C -0.5354 2.5617 -4.4725 -0.5233
C -0.6566 1.5574 -5.6573 2.0707
N 0.3829 2.0685 -6.6666 0.1657
O 0.3567 1.2565 -7.7679 -0.5293
C -0.6584 0.0972 -5.2617 -0.9279
C -1.9932 1.7758 -6.4178 -1.6926
C 2.6064 0.9914 -5.9169 -1.6812
H 2.0579 3.9264 -7.5728 0.4955
H 2.4318 2.3340 -8.2770 0.3834
H 3.5401 3.0099 -7.1498 0.3564
H 2.8173 3.2079 -4.6106 0.4733
H 1.5917 4.1711 -5.3893 0.3723
H 0.8825 3.6305 -3.2443 -0.3023
H 1.3978 1.9176 -3.5137 -0.7922
H -0.9384 3.4689 -4.9610 0.6394
H -1.1411 2.1768 -3.6164 -0.6562
H 0.0548 -0.0821 -4.4673 -0.1180
H -1.6607 -0.1379 -4.8155 -0.2438
H -0.4361 -0.5291 -6.1126 0.7561
H -2.2159 0.9188 -7.0577 0.4277
H -2.7882 1.7239 -5.6890 0.0195
H -2.0340 2.6957 -7.0299 0.5276
H 2.1464 0.2678 -5.2855 0.2353
H 3.5758 1.3266 -5.4411 0.3684
H 2.9141 0.4631 -6.8233 0.5393
H 0.9550 0.4840 -7.5866 0.3857
C -0.4762 2.6609 3.4630 0.6418
C -1.7072 2.3873 4.4251 1.9253
C -2.3884 1.0120 4.1796 -0.7606
C -1.4201 -0.0734 4.5719 1.8588
C -1.1675 -0.0341 6.1024 -1.9033
C -0.5172 1.2965 6.5226 1.5813
N -1.3901 2.3620 5.8975 0.0207
O -0.7687 3.6260 6.1683 -0.5004
C -0.6574 1.5484 8.0551 -1.7174
C 0.9208 1.4840 6.0454 -1.0645
C -2.6738 3.5561 4.1132 -2.3541
H -0.0305 1.7156 3.2080 -0.7853
H -0.8413 3.1601 2.5273 -1.6649
H 0.2402 3.2893 3.9548 0.9552
H -3.3143 1.0699 4.7577 0.6530
H -2.5744 0.9867 3.0830 -0.6672
H -1.7787 -1.0969 4.2305 0.1410
H -0.5096 0.0179 3.9909 -1.1457
H -0.5333 -0.8569 6.4092 0.4624
H -2.1108 -0.2286 6.6842 0.4098
H -1.7178 1.3814 8.2368 0.5164
H -0.3223 2.5501 8.4291 0.2936
H 0.0321 0.8304 8.6118 0.2679
H 1.3355 2.5012 6.1859 0.4876
H 1.0926 1.2455 4.9885 -0.1816
H 1.6441 0.9415 6.7033 0.4721
H -3.0450 3.4423 3.1459 0.2905
H -3.5107 3.4237 4.7884 0.5705
H -2.2003 4.5564 4.1698 0.3286
H -1.4286 4.1690 6.6054 0.3694
```

For the HOMO energy, the calculation gives -0.318 Eh. For the orbital gap, the calculation gives 9.1 eV.



Most stable of them? 2.